Entry 1:
Here is 2 unconnected molecules or ions with the total composition C3H10NOS in a non-equilibrium geometry from the OMol25 dataset. Energies are from ωB97M-V/def2-TZVPD.

Properties
Total charge: -1
Largest force on an atom: 0.112 hartree/bohr
Relative energy (zero: lowest compared OMol25 entry of this formula, charge and spin): 194.9 kJ/mol
Frontier orbital gap: 0.2426 Ha

Geometry (Å):
C: 1.9818 0.6387 -1.7216
C: 2.2985 -0.7490 -1.1536
S: 0.6394 -1.3670 -0.4268
H: 1.4994 1.1704 -0.9301
H: 1.2197 0.7155 -2.5330
H: 2.9792 1.0535 -1.8444
H: 2.8564 -1.3490 -1.9100
H: 3.0056 -0.4314 -0.3617
H: -0.5725 0.7781 0.7820
N: -2.7278 0.6172 0.3534
C: -2.0625 0.8169 1.7643
O: -0.7316 1.0194 1.7019
H: -2.5991 1.4264 -0.2499
H: -2.2942 -0.1715 -0.0987
H: -2.5346 1.8603 2.0231
H: -2.1487 0.1041 2.5286

Mulliken atomic charge list, values in e, 2 entries: atom 1 (C): -1.106, atom 2 (C): -0.434

Entry 2:
Here is a gas-phase ion, C8H8NO5S (charge -1) in a non-equilibrium geometry from the OMol25 dataset. Energies are from ωB97M-V/def2-TZVPD.

Properties
Total charge: -1
Largest force on an atom: 0.040 hartree/bohr
Relative energy (zero: lowest compared OMol25 entry of this formula, charge and spin): 203.9 kJ/mol
Frontier orbital gap: 0.2596 Ha

Geometry (Å):
C: -0.9928 1.9141 -0.2502
C: -2.6883 -0.8238 0.2051
C: 0.3689 2.4550 0.1672
C: -0.2040 -1.6434 0.6156
C: 0.5170 1.1598 0.9549
C: -1.2228 -0.5429 0.3559
C: 1.0724 -1.4925 -0.2260
C: 0.8965 -1.3322 -1.7191
N: -0.7500 0.7118 0.4046
O: -3.3945 -1.1204 -0.7151
O: -1.9424 2.3382 -0.8399
O: -2.8042 -0.6719 1.4529
O: 2.7576 0.5869 -0.4706
O: 2.4603 -0.4176 1.7448
S: 1.8713 -0.1002 0.4561
H: 1.0776 2.5061 -0.6604
H: 0.3731 3.3960 0.7157
H: 0.1126 -1.6235 1.6631
H: -0.6768 -2.6078 0.4162
H: 0.5373 1.2160 2.0403
H: 0.8173 -2.3176 -2.1787
H: 1.7894 -0.8420 -2.1031
H: 0.0244 -0.7480 -2.0293

Mulliken atomic charge list, values in e, 2 entries: atom 1 (C): 0.284, atom 2 (C): -0.145

Entry 3:
Here is a molecular structure, C15H17IMnN2 in a non-equilibrium geometry from the OMol25 dataset. Energies are from ωB97M-V/def2-TZVPD.

Properties
2S+1: 6
Largest force on an atom: 0.112 hartree/bohr
Relative energy (zero: lowest compared OMol25 entry of this formula, charge and spin): 219.1 kJ/mol
Frontier orbital gap (alpha / beta): 0.1707 / 0.2508 Ha

Geometry (Å):
C: 0.4432 -2.1260 -0.4204
C: 1.7393 -1.3389 -0.1275
H: 0.5311 -2.8796 0.3821
H: 0.7079 -2.7119 -1.4204
H: -0.6891 -2.1666 -0.5021
H: 2.2480 -0.4072 0.2335
H: 2.3436 -1.9765 0.6951
H: 2.4216 -1.4325 -1.0510
Mn: -0.1016 0.2188 0.0729
C: 0.2672 0.3363 -1.8488
H: 0.9432 1.1885 -1.9830
H: -0.7151 0.5566 -2.2950
H: 0.7068 -0.6010 -2.2205
I: -0.0221 -0.3807 2.5724
C: 1.1743 4.3364 0.7393
C: 1.2234 2.9466 0.4832
N: 0.0947 2.2183 0.2905
C: -1.1337 2.8026 0.3319
C: -1.2637 4.1804 0.6707
C: -0.0853 4.9312 0.8470
C: -2.5846 4.7099 0.8528
C: -3.7099 3.9014 0.7093
C: -3.5927 2.5120 0.3673
C: -4.6821 1.6133 0.2650
C: -4.4779 0.3061 0.0389
C: -3.1900 -0.2099 -0.0882
N: -2.1127 0.6488 -0.0206
C: -2.2825 1.9719 0.1722
H: 2.1248 4.8570 0.8479
H: 2.1629 2.4197 0.4118
H: -0.1171 5.9980 1.0842
H: -2.6832 5.7554 1.1177
H: -4.7004 4.3110 0.8707
H: -5.7295 2.0003 0.4003
H: -5.3095 -0.4660 -0.0457
H: -2.9652 -1.2559 -0.2452

Mulliken atomic charge list, values in e, 2 entries: atom 1 (C): -0.784, atom 2 (C): -0.731

Entry 4:
Here is 13 unconnected molecules or ions with the total composition H26O13 in a non-equilibrium geometry from the OMol25 dataset. Energies are from ωB97M-V/def2-TZVPD.

Properties
Largest force on an atom: 0.067 hartree/bohr
Relative energy (zero: lowest compared OMol25 entry of this formula, charge and spin): 261.1 kJ/mol
Frontier orbital gap: 0.3728 Ha

Geometry (Å):
O: -2.7246 0.5676 -1.5003
H: -1.9846 0.1916 -1.0743
H: -2.7236 0.1956 -2.3913
O: -1.2186 1.4116 1.9047
H: -0.9566 0.6326 1.3157
H: -1.9716 1.1256 2.3917
O: -1.4116 3.0996 -0.1473
H: -0.9046 3.7936 0.3107
H: -1.5086 2.5936 0.6697
O: 2.6304 0.0636 -0.1863
H: 3.5454 -0.2494 -0.2413
H: 2.6834 0.5476 0.6427
O: -0.3756 -0.0264 -0.2303
H: 0.1504 -0.8704 -0.0403
H: 0.1164 0.1486 -0.9883
O: -0.1076 0.1436 -3.1623
H: 0.6074 0.5246 -3.6863
H: 0.2224 -0.7214 -2.9903
O: -0.9106 -3.5264 -0.0403
H: -0.4526 -3.0024 0.6487
H: -0.7256 -3.0914 -0.9143
O: 1.3054 -2.0014 0.6667
H: 1.9874 -1.4094 0.2797
H: 1.6054 -2.2934 1.5037
O: 0.6234 2.9186 -1.9493
H: 0.5444 3.8426 -2.0933
H: -0.1426 2.5606 -1.4693
O: -1.0766 -1.7904 2.2187
H: -1.0246 -2.6934 2.5147
H: -1.9756 -1.6704 1.8837
O: 0.9914 -0.2524 3.1847
H: 0.4564 -0.8714 2.6487
H: 0.6334 -0.1624 4.0687
O: 0.2754 -2.5644 -2.1723
H: 0.7914 -3.0024 -2.8583
H: -0.6256 -2.8424 -2.4023
O: 1.2654 2.9266 1.6117
H: 0.7004 2.3126 1.1497
H: 1.6864 3.4416 0.9227

Mulliken atomic charge list, values in e, 2 entries: atom 1 (O): -0.655, atom 2 (H): 0.306

Entry 5:
Here is 6 unconnected molecules or ions with the total composition C8H24O5 in a non-equilibrium geometry from the OMol25 dataset. Energies are from ωB97M-V/def2-TZVPD.

Properties
Largest force on an atom: 0.031 hartree/bohr
Relative energy (zero: lowest compared OMol25 entry of this formula, charge and spin): 156.3 kJ/mol
Frontier orbital gap: 0.3713 Ha

Geometry (Å):
C: 2.4935 -1.8345 -1.1570
C: 1.3875 -1.2967 -2.0840
C: 0.4725 -0.3007 -1.3304
C: -0.5177 -0.9573 -0.3994
C: -0.5027 -0.8691 0.9303
C: 0.6675 -0.3902 1.7350
C: 0.8470 0.9039 1.9126
C: -1.7220 -1.5044 -1.1270
H: 2.1980 -2.8179 -0.7851
H: 3.4860 -1.8469 -1.5879
H: 2.4569 -1.3403 -0.1918
H: 1.8020 -0.7627 -2.9190
H: 0.7683 -2.1175 -2.4311
H: -0.1118 0.1839 -2.1201
H: 1.0728 0.4904 -0.8994
H: -1.2811 -1.3494 1.5251
H: 1.2979 -1.1676 2.1528
H: 0.1579 1.5956 1.4512
H: 1.5816 1.3472 2.5784
H: -2.6928 -1.4775 -0.6072
H: -1.5931 -2.4845 -1.5609
H: -2.0541 -0.7746 -1.8753
H: -2.7727 1.2254 0.9995
H: -2.1643 0.3539 2.0571
O: -2.4322 1.2648 1.9077
H: 0.4521 -3.7331 1.8732
H: 0.0211 -3.9157 0.5339
O: 0.7656 -4.2082 1.0886
H: 0.0836 4.4195 -0.0011
H: -0.7943 3.4786 -0.7784
O: 0.0116 4.0010 -0.8758
H: 1.6063 3.4208 1.7575
H: 0.1076 3.3504 2.2182
O: 0.7971 3.9245 1.8789
H: -1.4362 1.7482 -0.7249
H: -2.1600 1.5326 -2.0116
O: -2.2996 1.9079 -1.1324

Mulliken atomic charge list, values in e, 2 entries: atom 1 (C): -1.020, atom 2 (C): -0.691

Entry 6:
Here is 11 unconnected molecules or ions with the total composition C5H32N2O11 in a non-equilibrium geometry from the OMol25 dataset. Energies are from ωB97M-V/def2-TZVPD.

Properties
Largest force on an atom: 0.043 hartree/bohr
Relative energy (zero: lowest compared OMol25 entry of this formula, charge and spin): 416.6 kJ/mol
Frontier orbital gap: 0.3161 Ha

Geometry (Å):
C: -0.3376 3.6173 -0.6829
N: -1.0162 2.3192 -0.4803
C: -1.9545 2.3368 0.6488
C: -0.0532 1.1874 -0.3843
C: 0.3301 0.7685 0.9925
N: 0.6357 -0.5241 1.3074
C: 0.0059 -1.7143 0.6765
O: 0.6207 1.6989 1.7611
H: 0.7140 3.4053 -0.7946
H: -0.4969 4.3464 0.1019
H: -0.6409 4.0962 -1.6537
H: -2.8822 2.7396 0.2097
H: -1.4171 2.8352 1.4871
H: -2.2185 1.4147 1.1666
H: -0.4454 0.3832 -0.9797
H: 0.8589 1.4917 -0.9317
H: 0.8905 -0.6332 2.2766
H: -0.6154 -1.5497 -0.1878
H: -0.6061 -2.1894 1.4589
H: 0.8945 -2.2492 0.3751
H: 0.9741 0.7396 -3.2301
H: 1.2192 2.3492 -3.2415
O: 0.6868 1.6176 -3.5208
H: 2.4314 2.0244 1.0193
H: 3.9426 2.2101 0.9148
O: 3.2476 1.5417 0.8031
H: 2.9147 -1.8647 0.2111
H: 3.8950 -1.9120 1.3421
O: 3.6037 -2.4314 0.5781
H: -3.6533 -0.1865 3.1188
H: -2.7465 -1.3797 2.8864
O: -3.0982 -0.6089 2.4336
H: -0.1907 -0.5897 4.6139
H: -1.3899 0.3401 3.9045
O: -1.1062 -0.4761 4.3497
H: -0.8908 -2.1870 -2.2407
H: -0.3284 -0.9293 -2.9830
O: -0.1517 -1.5111 -2.2306
H: 4.3741 -0.1430 -0.9287
H: 3.2155 0.5967 -0.6490
O: 3.4803 -0.1122 -1.2850
H: -3.2294 -0.1977 -0.6322
H: -3.3534 -1.3296 0.3783
O: -3.6798 -1.0405 -0.4914
H: -2.5446 -2.2276 -1.3418
H: -1.6817 -3.3547 -0.7681
O: -2.1424 -3.1022 -1.5789
H: 0.6162 -3.2009 -2.1898
H: 1.9910 -2.8661 -2.8775
O: 1.3287 -3.5488 -2.7318

Mulliken atomic charge list, values in e, 2 entries: atom 1 (C): -0.872, atom 2 (N): 0.115

Entry 7:
Here is a molecular structure, C2F4N5 in a non-equilibrium geometry from the OMol25 dataset. Energies are from ωB97M-V/def2-TZVPD.

Properties
Total charge: -1
Largest force on an atom: 0.127 hartree/bohr
Relative energy (zero: lowest compared OMol25 entry of this formula, charge and spin): 206.8 kJ/mol
Frontier orbital gap: 0.2908 Ha

Geometry (Å):
C: 1.0253 0.0347 -0.0292
C: -1.1052 0.3721 0.2506
N: 2.9473 -0.3663 -0.6382
N: 1.6666 -0.3728 -1.0872
N: 1.7669 0.4919 1.0121
N: 2.9247 0.1907 0.5884
N: -1.6624 -0.4321 -0.6522
F: -1.1451 1.6811 -0.0812
F: -1.4093 0.3227 1.6374
F: -1.7169 -1.7722 -0.3428
F: -3.2919 -0.1497 -0.6578

Mulliken atomic charge list, values in e, 2 entries: atom 1 (C): 0.441, atom 2 (C): 0.709